Record 1
40
Properties=species:S:1:pos:R:3:forces:R:3:nbo_charge:R:1 method="wB97M-V/def2-TZVPD" max_force_ev_per_a=2.76 e_above_lowest_kj_mol=246.9 homo_energy_ev=-8.6808 charge=0 e_lumo_ha=-0.0637 gap_ha=0.25533
Ta 0.2276 1.0932 -1.2289 1.861 0.003 -2.033 1.6442
O -0.1346 3.3312 -0.1620 0.064 0.040 0.389 -0.5670
C 1.0834 3.2107 -0.3661 -0.569 0.174 0.740 0.7576
O 1.4446 2.6786 -1.4756 0.369 0.607 -0.295 -0.6469
C 2.0669 3.0483 0.7398 -0.202 -0.148 0.224 -0.2040
C 2.8792 3.9578 1.3693 -0.032 -0.076 -0.023 -0.1150
C 3.6490 3.5003 2.4291 0.086 -0.109 0.039 0.0014
C 3.6092 2.1939 2.8715 -0.034 0.130 -0.046 -0.1357
C 2.7599 1.3000 2.2424 0.127 0.036 -0.211 -0.0405
C 1.9953 1.6918 1.1410 -0.077 0.028 0.317 0.4380
O 1.1953 0.8531 0.4769 -0.306 0.107 -0.290 -0.7515
N 2.7299 -0.0822 2.7401 -0.096 0.027 0.088 0.5320
O 1.7363 -0.7388 2.5323 0.019 0.003 0.021 -0.3312
O 3.7153 -0.4672 3.3419 0.032 -0.020 -0.031 -0.3821
N 4.5350 4.4533 3.1217 -0.144 0.047 0.152 0.5349
O 5.1995 4.0295 4.0427 0.040 -0.010 -0.067 -0.3604
O 4.5148 5.6046 2.7397 0.057 -0.042 -0.048 -0.3641
H 2.9330 4.9930 1.0665 -0.015 0.003 0.007 0.2699
H 4.2227 1.8708 3.6991 0.004 0.007 -0.005 0.2875
Se -2.2564 1.4376 -0.9719 0.104 -0.168 -0.065 -0.1139
Se -2.8374 -0.3635 -2.3899 0.097 0.201 -0.246 0.0346
Se -0.7050 -0.2358 -3.4276 -0.660 -0.261 0.715 0.2594
Se 0.4665 -1.3507 -1.7298 -0.669 -0.460 0.632 -0.0354
N 3.5762 -3.6583 0.4885 0.186 -0.167 -0.292 -0.7853
C 3.7024 -2.6754 -0.4759 -0.031 0.230 0.040 0.1808
C 3.5208 -2.9362 -1.8395 -0.013 0.009 0.043 -0.2851
C 3.4305 -1.8926 -2.7463 0.171 0.047 -0.102 -0.1386
C 3.5778 -0.5794 -2.3217 -0.183 0.146 0.164 -0.4152
C 3.8934 -0.3219 -0.9949 -0.031 0.010 0.079 -0.1931
C 3.9497 -1.3532 -0.0839 0.127 0.027 0.124 -0.2316
S 3.0753 0.7901 -3.3083 -0.382 -0.397 -0.170 2.4352
O 3.7951 1.9372 -2.8549 0.186 0.227 0.010 -0.9437
O 3.1214 0.3881 -4.6824 0.129 0.095 -0.097 -0.9457
O 1.5620 0.9482 -2.9705 -0.099 -0.232 0.186 -1.0597
H 3.6565 -4.6057 0.1562 0.012 -0.019 0.065 0.3819
H 4.0562 -3.4975 1.3592 -0.053 0.032 0.022 0.3897
H 3.3945 -3.9577 -2.1775 -0.025 -0.002 -0.007 0.2166
H 3.2229 -2.0828 -3.7912 -0.034 -0.035 -0.002 0.2432
H 4.0715 0.6995 -0.6790 -0.019 0.007 -0.020 0.2355
H 4.1944 -1.1394 0.9499 0.003 -0.095 -0.004 0.2034

=====

Record 2
28
Properties=species:S:1:pos:R:3:forces:R:3:nbo_charge:R:1 method="wB97M-V/def2-TZVPD" max_force_ev_per_a=1.59 e_above_lowest_kj_mol=82.1 homo_energy_ev=-11.8319 charge=+1 e_lumo_ha=-0.2071 gap_ha=0.22768
Pb -1.3191 -1.3032 -1.1558 -0.703 0.126 -0.074 1.2682
S 1.3884 1.7158 1.3552 -0.093 -0.414 -0.241 0.5051
C 2.4858 0.4280 0.9568 -0.404 -0.181 -0.220 -0.2417
C 3.8280 0.3041 1.2781 0.055 -0.020 0.007 -0.1863
C 4.4924 -0.8266 0.8481 -0.056 0.117 0.050 -0.1827
C 3.8303 -1.8130 0.1133 -0.023 -0.060 -0.047 -0.1794
C 2.4964 -1.6929 -0.2112 -0.131 0.146 0.027 -0.2308
C 1.8094 -0.5575 0.2124 1.217 -0.019 0.346 0.1822
N 0.4930 -0.2654 -0.0118 -1.001 0.226 -0.212 -0.5625
C 0.1280 0.8764 0.5229 0.638 -0.140 0.095 0.0870
C -1.2175 1.3978 0.4268 -0.816 0.479 0.027 -0.1013
C -1.5379 2.6323 1.0050 0.160 -0.411 -0.171 -0.1624
C -2.8209 3.1308 0.9056 -0.092 0.171 0.067 -0.1910
C -3.8029 2.4224 0.2332 0.115 -0.190 -0.060 -0.1542
C -3.5019 1.1900 -0.3483 -0.274 -0.007 -0.087 -0.2503
C -2.2244 0.6978 -0.2397 1.024 -1.157 -0.395 -0.2269
H 4.3271 1.0723 1.8467 0.112 0.043 0.059 0.2378
H 5.5381 -0.9492 1.0844 0.066 -0.018 0.011 0.2372
H 4.3816 -2.6837 -0.2034 0.020 -0.108 -0.055 0.2357
H 1.9718 -2.4462 -0.7784 0.031 -0.191 -0.089 0.2254
H -0.7662 3.1845 1.5246 -0.074 0.125 0.050 0.2261
H -3.0535 4.0833 1.3570 -0.045 0.065 0.016 0.2396
H -4.8055 2.8164 0.1520 -0.033 0.022 0.009 0.2399
H -4.2779 0.6502 -0.8719 -0.009 -0.052 -0.024 0.2388
S -2.0581 -3.7814 -0.4572 -0.018 1.188 0.264 -0.2213
S -1.9586 -4.7877 -2.1912 0.264 0.188 -0.771 0.0696
S -2.6562 -3.4135 -3.6208 -0.221 -0.395 0.495 0.0765
S -1.1699 -2.0821 -3.7325 0.289 0.469 0.923 -0.1782

=====

Record 3
36
Properties=species:S:1:pos:R:3:forces:R:3:nbo_charge:R:1 method="wB97M-V/def2-TZVPD" max_force_ev_per_a=9.20 homo_energy_ev=-11.0528 charge=0 e_lumo_ha=-0.0771 gap_ha=0.32911
C -1.4392 1.4973 -3.4164 0.803 -1.305 0.095 -0.6464
C -1.4845 0.8270 -1.8850 0.509 1.029 -1.006 -0.1876
Cl -2.8265 -0.4897 -1.8563 1.531 1.247 0.118 -0.0657
C -1.8621 1.9390 -0.7274 -0.143 0.655 0.048 -0.2275
Cl -3.1629 3.0588 -1.5190 1.141 -1.023 1.077 -0.0367
C -0.6019 2.8885 -0.2717 4.618 -0.254 1.405 -0.1128
C 0.7588 2.4486 0.1397 -3.024 1.251 -0.996 -0.0125
C 1.4016 0.9178 0.2917 0.719 1.123 -0.082 -0.4719
C 0.3237 -0.1131 0.9723 -0.052 0.352 -0.025 -0.4903
C 0.9494 -1.1381 2.0883 -0.227 1.554 1.641 0.6742
F 0.5092 -0.6160 3.4335 1.441 -1.596 -3.761 -0.3452
F 2.4288 -1.1880 2.1383 -4.480 -0.179 -0.274 -0.3293
C 0.2988 -2.6523 1.9728 -0.939 -0.798 2.932 0.5972
F 0.3261 -3.2160 3.3743 -0.249 1.622 -4.561 -0.3126
F -1.1552 -2.6424 1.5929 4.865 0.154 0.856 -0.3195
C 1.1706 -3.6959 1.0547 1.043 -1.819 -0.026 0.5882
F 2.0710 -4.4357 2.0125 -2.545 2.674 -3.568 -0.3010
F 1.9205 -3.0701 -0.0624 -2.288 -1.776 3.906 -0.3075
C 0.2380 -4.8925 0.3528 0.057 -2.101 -1.744 0.9428
F -0.6617 -5.5728 1.3126 3.134 2.686 -3.667 -0.2992
F 1.1958 -5.9141 -0.1860 -3.439 3.421 1.927 -0.3188
F -0.4884 -4.3635 -0.8567 2.229 -1.845 4.585 -0.3199
C 1.6563 3.7887 0.4626 4.728 -2.243 0.653 0.7493
O 2.9567 3.6332 0.7284 -8.595 1.974 -1.596 -0.5202
O 0.8357 5.0066 0.3543 0.104 -4.973 -0.714 -0.4762
C -0.4793 4.5193 -0.1234 -4.615 5.396 -0.636 0.7424
O -1.3627 5.5078 -0.3109 5.707 -7.127 1.101 -0.4959
H -2.5070 1.6207 -3.8790 2.215 -0.020 1.131 0.2558
H -0.7877 2.4715 -3.4090 -1.527 -1.726 0.079 0.2349
H -0.8387 0.7097 -4.0785 -1.387 1.652 1.394 0.2268
H -0.4291 0.3226 -1.7374 -2.365 0.956 0.086 0.2306
H -2.4184 1.4659 0.2151 1.494 0.999 -2.144 0.2810
H 1.7838 0.5186 -0.7662 -1.027 0.993 2.277 0.2555
H 2.3918 1.0690 0.9307 -2.298 -0.399 -1.214 0.2923
H -0.2024 -0.7547 0.1456 1.012 1.179 1.646 0.2532
H -0.5086 0.5440 1.5122 1.850 -1.736 -0.944 0.2724

=====

Record 4
29
Properties=species:S:1:pos:R:3:forces:R:3:nbo_charge:R:1 method="wB97M-V/def2-TZVPD" max_force_ev_per_a=1.54 homo_energy_ev=-9.7358 charge=0 e_lumo_ha=0.0134 gap_ha=0.37114
Cl 4.5089 -1.6938 -2.6899 0.174 -0.033 0.012 0.0454
C 3.1961 -1.7016 -1.5783 -0.136 0.026 -0.007 -0.0668
C 3.4181 -2.0238 -0.2475 -0.081 0.029 -0.077 -0.2001
C 2.3646 -2.0234 0.6492 0.036 0.012 0.012 -0.1985
C 1.0857 -1.7088 0.2256 0.041 0.024 -0.144 -0.1675
C 0.8528 -1.3927 -1.1076 0.276 -0.114 0.016 -0.1222
C -0.4929 -1.0755 -1.5820 -0.619 0.628 0.067 0.3198
N -1.3204 -1.8522 -2.2429 1.033 -0.630 0.298 -0.2794
N -2.4071 -1.1306 -2.4712 -0.870 -0.314 -0.519 -0.0532
N -2.3001 0.0358 -1.9972 -0.393 1.375 0.352 -0.0600
N -1.1013 0.1296 -1.4177 0.507 -1.384 -0.435 -0.1855
C -0.6409 1.3114 -0.7526 -0.009 0.530 0.245 -0.2353
C -1.2240 1.4730 0.6309 -0.048 0.081 0.125 -0.0833
C -1.1836 2.7154 1.2550 -0.040 -0.215 0.022 -0.1583
C -1.7036 2.8483 2.5299 0.040 -0.048 -0.079 -0.2458
C -2.2450 1.7247 3.1390 0.035 0.305 0.100 0.0361
N -2.2931 0.5430 2.5534 -0.228 -0.383 0.336 -0.4023
C -1.8028 0.4223 1.3338 0.190 0.065 -0.380 0.0317
C 1.9131 -1.3824 -2.0141 0.063 -0.015 0.046 -0.0292
Cl 1.6231 -0.9575 -3.6584 0.001 0.019 0.015 0.0575
H 4.4167 -2.2726 0.0742 0.103 -0.016 0.003 0.2359
H 2.5413 -2.2731 1.6834 0.030 -0.030 0.094 0.2276
H 0.2633 -1.7177 0.9242 -0.093 -0.009 0.041 0.2304
H -0.9225 2.1726 -1.3670 0.134 -0.139 0.044 0.2389
H 0.4528 1.2618 -0.6914 -0.178 -0.011 -0.129 0.2357
H -0.7525 3.5644 0.7434 0.029 0.107 -0.045 0.2147
H -1.6924 3.8002 3.0367 -0.008 0.073 0.066 0.2233
H -2.6617 1.7703 4.1359 -0.016 0.107 0.093 0.1965
H -1.8926 -0.5669 0.9032 0.025 -0.037 -0.175 0.1940

=====

Record 5
29
Properties=species:S:1:pos:R:3:forces:R:3:nbo_charge:R:1 method="wB97M-V/def2-TZVPD" max_force_ev_per_a=1.04 e_above_lowest_kj_mol=176.0 homo_energy_ev=-9.4152 charge=0 e_lumo_ha=-0.0292 gap_ha=0.31680
C 5.7272 0.8159 0.0855 0.050 -0.047 -0.026 -0.6439
C 4.2558 0.5605 0.0221 0.016 -0.168 -0.113 0.2115
C 3.7373 -0.5468 -0.6466 -0.147 0.197 0.101 -0.2369
C 2.3695 -0.7469 -0.6775 -0.182 0.087 0.011 -0.1978
C 1.5618 0.1767 -0.0249 0.612 -0.023 0.089 0.2116
O 0.1746 0.1264 -0.0055 0.134 0.438 -0.097 -0.4872
C -0.4852 -1.0353 0.0821 -0.145 -0.593 0.142 0.7867
O 0.0237 -2.1234 0.1623 -0.065 0.285 -0.028 -0.5711
C -1.9596 -0.8175 0.0874 -0.303 0.010 -0.035 -0.1760
C -2.7936 -1.9305 0.2064 0.208 0.199 -0.016 -0.1134
C -4.1635 -1.7807 0.2230 -0.079 0.165 -0.020 -0.2330
C -4.7405 -0.5175 0.1045 0.233 0.263 -0.049 -0.0304
Cl -6.4474 -0.3802 0.1658 -0.158 -0.321 0.102 0.0834
C -3.9035 0.5967 -0.0213 0.331 -0.982 0.065 0.0509
N -4.4132 1.9471 -0.1569 -0.100 0.277 -0.031 0.5173
O -5.5080 2.0998 -0.6422 -0.226 0.173 -0.230 -0.3511
O -3.6850 2.8392 0.2159 0.231 0.385 0.160 -0.3726
C -2.5226 0.4446 -0.0199 -0.041 -0.002 0.002 -0.1436
C 2.1646 1.2586 0.6103 -0.706 -0.395 -0.160 0.0171
N 3.4683 1.4394 0.6292 0.333 0.257 0.125 -0.4164
H 5.9129 1.7262 0.6469 0.037 0.023 0.011 0.2365
H 6.1368 0.9212 -0.9176 0.103 0.012 -0.053 0.2211
H 6.2343 -0.0163 0.5706 0.111 -0.036 0.024 0.2215
H 4.3990 -1.2420 -1.1401 0.058 -0.069 -0.043 0.2190
H 1.9435 -1.5951 -1.1891 -0.010 -0.018 0.003 0.2429
H -2.3408 -2.9069 0.2904 0.002 -0.078 0.010 0.2467
H -4.8079 -2.6385 0.3285 -0.084 -0.050 0.013 0.2398
H -1.9029 1.3247 -0.1073 -0.033 -0.019 0.009 0.2654
H 1.5643 2.0008 1.1182 -0.179 0.030 0.031 0.2021

=====

Record 6
31
Properties=species:S:1:pos:R:3:forces:R:3:nbo_charge:R:1 method="wB97M-V/def2-TZVPD" max_force_ev_per_a=1.64 e_above_lowest_kj_mol=47.9 homo_energy_ev=-11.5547 charge=+1 e_lumo_ha=-0.1938 gap_ha=0.23079
Rh 0.6390 -1.6640 0.0735 -0.367 0.014 -1.597 0.4660
S 1.6188 -3.5478 0.7576 0.363 -0.073 0.262 0.0929
C 2.3361 -2.3277 1.8222 -0.360 -0.206 -0.033 -0.2866
S 1.0102 -1.2333 2.1711 0.244 0.315 0.720 0.2175
C 3.6402 -2.1186 2.1132 0.156 -0.064 0.121 -0.3571
C 4.6399 -3.0327 1.6451 -0.077 0.043 0.177 0.2558
N 5.4126 -3.7925 1.2622 -0.019 0.050 -0.048 -0.2414
C 4.0237 -0.9475 2.8474 0.101 -0.149 -0.138 0.2628
N 4.3168 0.0259 3.3846 -0.072 -0.018 0.016 -0.2624
C -4.4991 -1.2525 -0.6179 0.148 0.171 0.007 -0.4144
N -3.5067 -0.1732 -0.6770 -0.293 0.054 -0.064 -0.3115
C -3.8011 1.1670 -0.8632 0.006 -0.150 -0.010 -0.0203
C -2.6425 1.8376 -0.8540 0.096 -0.089 0.062 -0.0615
N -1.6217 0.8955 -0.6533 0.129 0.285 -0.002 -0.3508
C -2.1855 -0.3332 -0.5611 0.109 -0.247 0.005 0.2682
S -1.5153 -1.8991 -0.3367 -0.128 -0.121 0.347 0.1183
C -0.2390 1.2352 -0.6633 -0.187 -0.153 -0.213 0.3969
C 0.1334 2.5649 -0.5530 0.067 -0.034 -0.028 -0.2507
C 1.4715 2.8843 -0.6765 0.042 0.142 0.011 -0.0897
C 2.3996 1.8852 -0.9237 0.009 -0.049 -0.008 -0.2272
C 1.9459 0.5901 -0.9760 -0.149 -0.079 -0.038 0.0706
N 0.6453 0.2525 -0.8336 0.169 0.428 0.425 -0.4907
H -5.4811 -0.7962 -0.6887 -0.023 -0.036 0.015 0.2371
H -4.4022 -1.7804 0.3281 -0.006 -0.040 -0.008 0.2424
H -4.3542 -1.9378 -1.4498 0.019 -0.027 0.007 0.2377
H -4.8127 1.5088 -0.9915 0.021 0.025 -0.004 0.2580
H -2.4503 2.8822 -0.9983 -0.011 -0.008 0.007 0.2535
H -0.5901 3.3379 -0.3530 -0.003 -0.001 0.004 0.2429
H 1.7859 3.9146 -0.5778 0.002 -0.007 -0.005 0.2514
H 3.4532 2.0932 -1.0363 -0.010 0.019 -0.004 0.2613
H 2.6295 -0.2385 -1.1202 0.026 0.004 0.012 0.2309